This record from OMol25 describes a molecular structure, C10H16InN2P in a non-equilibrium geometry. The level of theory is ωB97M-V/def2-TZVPD.

Each line ends with the Löwdin charge.
CARTESIAN COORDINATES (ANGSTROEM)
C -0.50 -0.77 -1.98  -0.30
C -0.64 0.15 -2.98  -0.32
C -0.37 1.54 -2.92  -0.21
C 0.27 2.30 -1.92  -0.31
C 0.72 1.86 -0.71  -0.24
In -0.39 0.19 -0.14  0.64
P 0.28 -2.37 0.80  0.70
H -0.63 -1.84 -2.17  -0.01
H -0.98 -0.19 -3.97  0.09
H -0.62 2.09 -3.84  0.08
H 1.34 2.50 -0.06  -0.01
H 0.42 3.35 -2.21  0.09
H 1.53 -2.63 1.44  -0.13
H 0.24 -3.44 -0.15  -0.10
H -0.63 -2.88 1.78  -0.13
C 1.21 1.83 5.08  -0.02
C 0.27 1.46 4.01  -0.29
C -1.12 1.42 3.97  0.03
C -1.49 0.98 2.69  -0.33
N -0.37 0.75 1.99  -0.06
N 0.68 1.06 2.80  0.07
C -2.84 0.76 2.13  -0.03
H 1.03 2.86 5.40  0.09
H 1.07 1.18 5.96  0.09
H 2.25 1.74 4.75  0.09
H -1.80 1.69 4.76  0.12
H 1.65 0.98 2.48  0.18
H -3.38 0.01 2.73  0.09
H -3.42 1.69 2.17  0.10
H -2.83 0.41 1.09  0.05

Properties
- DFT total energy (eV) = -28066.62115
- HOMO-LUMO gap (alpha / beta) (eV) = 5.42 / 5.43
- 2S+1 = 1